The following is a DFT calculation (wB97M-V/def2-TZVPD) of a 4-piece molecular cluster, C3H14O3S overall at a distorted geometry.

Geometry as XYZ:
```
21
Properties=species:S:1:pos:R:3:forces:R:3
H -3.8526 -1.0791 -1.0151 0.19 -0.69 -0.01
H -0.7983 -2.3074 -1.0926 0.17 -1.01 2.38
H 1.5023 0.6547 -0.1386 1.24 -1.86 0.32
H -1.5306 -2.5117 -2.6380 -0.41 -0.90 -0.31
O 0.8838 1.3229 -0.2885 -2.12 1.98 -0.34
H -2.3236 -0.4133 -2.8828 0.53 0.04 1.10
H -3.1954 0.4876 -0.5791 0.31 -1.64 -0.19
S 0.7488 -1.6384 -2.7472 -1.86 -0.19 0.22
C -1.8216 -0.5674 -1.8767 -1.92 -0.33 -1.13
C -1.0657 -1.8389 -1.9632 2.34 0.78 -2.80
C -2.9055 -0.6195 -0.7687 1.01 3.12 1.03
H 4.8143 -0.2672 4.9540 -0.40 0.34 -0.30
H -2.4259 -0.9331 0.2040 -0.86 -0.13 -0.98
H 1.5418 3.9453 3.3575 0.63 -2.51 -0.74
H 0.7158 2.9168 2.6377 0.47 -0.47 -0.12
H -1.1340 0.2431 -1.7880 0.26 0.76 0.40
O 1.6132 2.9781 3.0097 -1.03 2.93 0.85
H -0.0127 0.9507 -0.3638 0.90 -0.07 0.12
H 0.3639 -2.0509 -3.9729 0.21 0.15 0.21
O 4.8422 0.1217 4.0702 0.69 -0.34 -0.07
H 4.0396 0.6060 3.8820 -0.33 0.04 0.35
```
Positions in Å, forces in eV/Å.

Calculated values
Energy relative to the best compared isomer or geometry (same formula, charge and spin)   148.6 kJ/mol
SMILES string   CCCS.O.O.O
Orbital gap   9.8 eV
E_tot   -20314.6950 eV

***

The following is a DFT calculation (wB97M-V/def2-TZVPD) of a 4-piece molecular cluster, C3H14O3S2 overall at a distorted geometry.

Geometry as XYZ:
```
22
Properties=species:S:1:pos:R:3:forces:R:3
O -1.4207 -0.0450 2.0097 0.12 -0.10 -0.41
H 0.5181 0.7903 -1.8192 -0.05 0.00 0.26
H 1.7920 0.3077 -3.8615 0.18 -0.81 0.06
H -2.1500 0.5342 1.7683 -0.08 -0.01 0.17
H 0.8503 -0.8626 -1.1757 1.16 1.16 -0.12
H -0.9141 -0.1327 1.1933 -0.03 0.04 0.11
C -0.0730 -0.7929 -3.6642 -0.31 -3.59 -0.92
C 1.3797 -0.5217 -3.2609 -0.81 0.07 1.26
H -0.7388 -1.0420 -2.8196 0.13 1.18 0.07
O -0.2730 -0.4595 4.6578 1.37 -2.16 -1.20
H -0.3388 -1.0521 3.8698 -1.61 1.28 -0.04
O -3.9164 0.4120 5.3108 0.03 -0.03 0.37
H -4.4071 -0.0257 6.0159 -0.09 0.01 -0.17
H -0.4963 -0.0931 -4.3883 -0.07 -0.16 0.35
S 3.4185 2.4932 -2.4773 -0.64 -1.49 0.05
H 0.5638 -0.9326 4.8284 0.21 0.98 1.43
H 1.9825 -1.4600 -3.2172 -0.18 0.98 -0.57
S 2.9172 0.7807 -1.3000 -0.17 -0.39 0.34
H -0.1476 -1.8832 -4.0653 0.30 1.87 -0.37
C 1.2522 -0.0148 -1.8124 0.73 0.90 -0.79
H 3.2701 3.3999 -1.5236 -0.28 0.27 0.37
H -3.0686 0.6000 5.7311 0.10 -0.01 -0.27
```
Positions in Å, forces in eV/Å.

Calculated values
Energy relative to the best compared isomer or geometry (same formula, charge and spin)   169.1 kJ/mol
SMILES string   CCCSS.O.O.O
Orbital gap   9.2 eV
E_tot   -31149.7152 eV

***

The following is a DFT calculation (wB97M-V/def2-TZVPD) of a 4-piece molecular cluster, C3H14O5 overall at a distorted geometry.

Geometry as XYZ:
```
22
Properties=species:S:1:pos:R:3:forces:R:3
H -0.1344 -0.4762 0.3078 0.70 0.19 -0.62
O -0.1182 1.9282 -0.4341 -0.65 1.47 0.88
H -0.5122 -0.4627 -2.2292 0.11 -0.17 0.06
H 1.2432 -0.8427 -1.0145 -1.42 2.04 1.30
H -2.0238 -0.6455 -2.4558 2.39 0.38 -1.26
O -2.5071 -0.4888 -0.4251 -0.85 -1.43 -3.01
H -2.8167 0.0842 2.2075 -3.29 -0.54 0.55
O 2.8240 -1.7261 0.4415 -1.29 -1.41 -1.17
H -0.3760 1.7678 -1.3303 0.18 -0.29 -0.93
H 1.7718 -0.7929 1.9023 -1.36 -0.80 2.32
H 2.2877 -2.2528 -0.2104 0.95 0.53 1.11
H 1.3703 1.8887 0.8740 0.18 -0.88 -0.22
H -2.7624 -0.8852 0.3795 -0.06 -0.27 1.12
C 1.9884 -0.6743 0.9047 2.50 1.68 -1.99
O -1.1348 -0.4794 -2.9613 -2.43 -0.23 1.25
C 1.1288 1.3753 -0.0696 -1.29 -1.68 -2.74
H -1.6662 0.7719 2.4364 1.68 1.73 0.94
O -1.9429 0.0387 1.9399 1.75 -0.85 -0.44
H 2.7360 0.1680 0.9675 -0.61 -0.45 -0.17
C 0.8776 -0.2130 -0.0667 2.59 -0.54 0.95
H 1.8945 1.5683 -0.8817 -0.46 0.05 1.19
H -2.1276 0.3485 -0.2822 0.67 1.46 0.89
```
Positions in Å, forces in eV/Å.

Calculated values
Energy relative to the best compared isomer or geometry (same formula, charge and spin)   256.5 kJ/mol
SMILES string   OCCCO.O.O.O
Orbital gap   10.2 eV
E_tot   -13573.3388 eV